Record 1
{"formula": "CH3NOSi", "method": "the ωB97M-V functional and the def2-TZVPD basis", "symbols": ["Si", "O", "N", "C", "H", "H", "H"], "positions_angstrom": [[-1.143, -0.701, -0.020], [1.471, 1.662, 0.567], [0.328, -0.550, -0.622], [2.181, 1.525, -0.290], [-2.018, -1.678, 0.727], [1.130, -0.738, -0.093], [-1.949, 0.480, -0.269]], "homo_ev": [-6.153, -11.415], "e_lumo_ev": [0.8, -2.7], "orbital_gap_ev": [6.91, 8.71], "charge": 0, "total_energy_ha": -459.20192, "de_lowest_kj_mol": 83.0, "spin_multiplicity": 3, "s_squared": 2.005}


Record 2
{"formula": "CH3NS", "method": "the ωB97M-V functional and the def2-TZVPD basis", "symbols": ["S", "N", "C", "H", "H", "H"], "positions_angstrom": [[-1.584, 0.192, -0.009], [-0.025, -0.566, -0.020], [0.968, 0.220, 0.001], [-2.275, -0.977, 0.037], [1.927, -0.214, 0.005], [0.989, 1.345, -0.015]], "homo_ev": -9.208, "e_lumo_ev": 1.0, "orbital_gap_ev": 10.22, "charge": 0, "total_energy_ha": -492.79641, "de_lowest_kj_mol": 113.9, "smiles": "C=NS"}


Record 3
{"formula": "CH3NS2", "method": "the ωB97M-V functional and the def2-TZVPD basis", "symbols": ["S", "S", "N", "C", "H", "H", "H"], "positions_angstrom": [[1.774, 1.055, -0.186], [1.745, -1.078, -0.119], [0.595, 0.011, 0.535], [-0.767, -0.020, 0.083], [-0.978, 0.441, -0.970], [-1.433, 0.688, 0.649], [-0.936, -1.097, 0.007]], "homo_ev": -8.822, "e_lumo_ev": -0.8, "orbital_gap_ev": 8.06, "charge": 0, "total_energy_ha": -890.93985, "de_lowest_kj_mol": 232.3, "smiles": "Cn1ss1"}


Record 4
{"formula": "CH3NS2", "method": "the ωB97M-V functional and the def2-TZVPD basis", "symbols": ["S", "S", "N", "C", "H", "H", "H"], "positions_angstrom": [[-3.098, -0.204, 0.326], [0.625, 1.067, -0.249], [1.315, -0.355, 0.478], [-2.213, -0.340, -0.973], [1.859, -0.237, 1.278], [1.973, -0.405, -0.212], [-0.460, 0.475, -0.649]], "homo_ev": -9.117, "e_lumo_ev": -0.5, "orbital_gap_ev": 8.60, "charge": 0, "total_energy_ha": -890.90303, "de_lowest_kj_mol": 328.9}


Record 5
{"formula": "CH3NS2", "method": "the ωB97M-V functional and the def2-TZVPD basis", "symbols": ["S", "S", "N", "C", "H", "H", "H"], "positions_angstrom": [[2.844, 2.904, -0.945], [3.463, 0.019, -1.863], [-0.109, -0.300, -0.136], [3.180, 1.455, -1.419], [0.649, -0.134, 0.515], [-0.088, 0.452, -0.779], [-0.999, -0.169, 0.422]], "homo_ev": -9.775, "e_lumo_ev": -0.1, "orbital_gap_ev": 9.68, "charge": 0, "total_energy_ha": -891.02647, "de_lowest_kj_mol": 4.9}


Record 6
{"formula": "CH3O2Rb", "method": "the ωB97M-V functional and the def2-TZVPD basis", "symbols": ["Rb", "O", "O", "C", "H", "H", "H"], "positions_angstrom": [[1.740, -0.224, -0.548], [-1.561, 2.959, -0.378], [0.719, -0.500, 2.375], [-2.705, 3.242, -0.661], [-3.471, 2.453, -0.780], [0.393, 0.207, 2.996], [-2.958, 4.244, -1.052]], "homo_ev": [-13.091, -13.091], "e_lumo_ev": [-4.0, -6.3], "orbital_gap_ev": [9.13, 6.81], "charge": 1, "total_energy_ha": -214.14640, "spin_multiplicity": 2, "s_squared": 0.753}


Please write out number 3 again, unchanged.
{"formula": "CH3NS2", "method": "the ωB97M-V functional and the def2-TZVPD basis", "symbols": ["S", "S", "N", "C", "H", "H", "H"], "positions_angstrom": [[1.774, 1.055, -0.186], [1.745, -1.078, -0.119], [0.595, 0.011, 0.535], [-0.767, -0.020, 0.083], [-0.978, 0.441, -0.970], [-1.433, 0.688, 0.649], [-0.936, -1.097, 0.007]], "homo_ev": -8.822, "e_lumo_ev": -0.8, "orbital_gap_ev": 8.06, "charge": 0, "total_energy_ha": -890.93985, "de_lowest_kj_mol": 232.3, "smiles": "Cn1ss1"}


What is the formula in the sixth record?
CH3O2Rb